Entry 1:
Computed, not measured: C19H24ClErNSi as an isolated structure, with ωB97M-V/def2-TZVPD.

XYZ file:
```
47
Properties=species:S:1:pos:R:3:forces:R:3
Er -0.016 0.056 -0.052 0.6 3.9 0.7
Cl 0.755 1.717 1.620 -0.3 0.2 -0.9
Si -0.550 -0.469 4.375 3.3 -0.8 -1.1
N 0.804 -0.928 3.406 -2.3 0.0 -1.1
C 0.846 -2.001 0.709 -0.3 -1.5 -0.1
C 1.184 2.069 -5.109 -1.2 -0.3 -0.1
C 0.613 0.907 -5.725 -0.7 1.0 0.6
C 4.622 -1.075 4.819 0.2 0.1 -0.1
C 2.064 -1.171 3.689 -0.1 -0.5 1.1
C -1.321 -1.969 -0.100 0.2 -0.8 0.3
C -0.529 -1.948 1.095 -0.1 -1.6 -0.8
C -0.814 1.030 -5.667 0.9 0.8 0.5
C -1.126 2.269 -5.015 1.1 -0.6 -0.1
C 4.388 -0.435 3.576 0.2 -0.5 0.5
C -1.137 -1.863 5.484 -0.7 0.4 0.6
C 3.633 -1.872 5.430 -0.2 -0.1 -0.2
C 0.288 0.946 5.272 -1.0 0.1 0.6
C 0.907 -2.060 -0.716 -0.6 -0.8 0.3
C 2.390 -2.005 4.820 0.8 0.7 0.0
C 3.145 -0.560 2.985 -0.3 0.3 -0.4
C -0.439 -2.054 -1.227 0.2 -0.5 0.1
C -2.064 0.122 3.429 -0.3 0.3 0.4
C 0.109 2.911 -4.669 -0.1 -1.2 -0.4
H 3.798 -2.379 6.410 0.2 0.4 -0.9
H -2.419 -1.980 -0.070 0.6 0.1 -0.3
H -1.918 -1.402 6.122 0.2 -0.6 0.0
H -2.703 0.553 4.234 0.1 -0.2 -0.6
H -0.915 -2.058 2.102 0.3 0.5 -0.2
H 0.586 1.703 4.534 -0.2 -0.1 0.3
H 1.579 -2.586 5.254 0.3 0.1 0.0
H 2.240 2.289 -5.025 0.0 0.0 0.0
H 1.198 0.575 5.767 -0.4 0.0 0.0
H -1.837 0.924 2.713 0.0 -0.1 0.2
H 1.700 -2.131 1.373 -0.3 0.5 -0.1
H -0.437 1.336 6.003 0.5 0.5 0.1
H 2.880 -0.048 2.046 0.3 -0.1 0.6
H -2.633 -0.672 2.933 0.0 0.1 0.1
H -0.330 -2.260 6.117 -0.3 0.2 -0.2
H 0.212 3.878 -4.197 0.0 0.0 0.0
H -1.529 0.329 -6.077 0.0 0.0 0.0
H -1.582 -2.696 4.917 0.1 0.3 0.1
H 5.591 -0.975 5.287 0.1 0.1 0.1
H 1.854 -2.160 -1.245 -0.4 0.1 -0.2
H -0.729 -2.163 -2.274 0.1 0.3 0.4
H -2.118 2.666 -4.849 0.0 0.0 0.0
H 5.171 0.192 3.096 -0.5 -0.6 0.4
H 1.163 0.097 -6.186 0.0 0.0 0.0
```
Positions in Å, forces in eV/Å.

The calculation puts the total energy at -2557.84870 hartree. Its spin multiplicity is 4. For the frontier orbital gap (spin up / spin down), the calculation gives 3.9 / 4.0 eV. As for the lowest unoccupied orbital energy (spin up / spin down): 0.41 / 0.52 eV. As for the charge: -1.

---

Entry 2:
Computed, not measured: C19H24F2GaI2O as an isolated structure, with ωB97M-V/def2-TZVPD.

XYZ file:
```
49
Properties=species:S:1:pos:R:3:forces:R:3
I 4.367 2.402 1.064 -0.5 -0.1 0.0
I 5.833 -0.275 -0.824 -0.6 -0.1 -0.1
Ga 2.537 -1.274 -1.950 0.1 -0.5 -0.4
F -1.991 -1.937 3.162 0.0 0.0 0.0
F -0.999 3.001 -3.748 0.0 0.0 0.0
O -0.735 -2.274 -1.428 0.3 0.6 0.5
C 0.103 -2.911 3.614 0.1 0.2 -0.2
C -1.083 -4.423 5.623 0.2 0.1 -0.1
C 1.254 -0.273 -3.211 -0.5 -0.2 -0.1
C -0.292 4.765 -2.363 0.2 0.0 -0.1
C -0.200 -0.838 -3.354 0.5 0.8 0.1
C 0.277 -4.548 5.367 0.0 -0.1 0.1
C -0.570 5.658 -1.338 -0.2 -0.1 0.0
C 0.869 -3.790 4.365 -0.2 -0.1 0.1
C -1.247 -2.793 3.884 0.2 -0.3 0.2
C -1.263 3.863 -2.753 0.0 0.2 0.3
C -1.808 5.632 -0.710 0.0 0.1 0.1
C -0.980 -1.015 -2.049 -1.1 -0.5 -0.9
C 3.172 1.001 -0.099 -0.2 0.6 0.0
C -2.502 3.827 -2.142 -0.2 -0.2 -0.1
C -1.851 -3.536 4.881 -0.3 0.0 0.0
C -2.772 4.715 -1.110 0.2 0.1 0.0
C -1.045 -2.160 -0.051 -0.2 0.0 -0.2
C 3.698 0.030 -0.807 0.7 -0.4 -0.4
C 1.669 1.241 -0.011 0.2 0.3 0.7
H -3.243 3.111 -2.472 0.1 0.0 0.0
H 1.156 1.204 -0.979 0.4 -0.2 0.2
H -0.872 -0.163 -1.353 0.4 -0.3 -0.2
H 0.671 4.763 -2.858 0.0 -0.1 0.0
H 0.181 6.374 -1.029 0.0 -0.1 0.0
H -0.419 -1.390 0.439 -0.2 -0.2 -0.2
H 1.851 -2.277 -0.914 0.0 0.2 0.2
H 0.547 -2.319 2.823 0.0 0.0 0.0
H -0.852 -3.113 0.459 -0.2 0.2 -0.3
H 3.530 -2.158 -2.872 0.1 0.2 0.1
H 1.469 2.226 0.435 0.0 -0.3 -0.1
H -2.064 -1.028 -2.320 0.3 0.2 0.2
H -1.545 -5.016 6.401 0.0 0.0 0.0
H 1.929 -3.883 4.167 0.0 0.0 0.0
H 1.160 0.808 -2.994 0.1 -0.3 0.0
H -2.910 -3.419 5.070 0.0 0.0 0.0
H -2.023 6.326 0.093 0.0 0.0 0.0
H 1.252 0.467 0.656 -0.1 0.3 -0.3
H -2.114 -1.869 0.017 0.4 -0.2 0.4
H -0.767 -0.087 -3.943 0.0 -0.4 0.1
H -0.215 -1.768 -3.947 0.0 0.1 0.4
H 0.875 -5.237 5.950 0.0 0.0 0.0
H 1.699 -0.333 -4.223 0.0 0.1 0.4
H -3.736 4.692 -0.617 0.0 0.0 0.0
```
Positions in Å, forces in eV/Å.

The calculation puts the total energy at -3533.48601 hartree. For the frontier orbital gap, the calculation gives 7.4 eV. As for the lowest unoccupied orbital energy: 2.48 eV. As for the charge: -1.

---

Entry 3:
Computed, not measured: C19H24MnN3O2S4 as an isolated structure, with ωB97M-V/def2-TZVPD.

XYZ file:
```
53
Properties=species:S:1:pos:R:3:forces:R:3
Mn -17.087 7.506 0.717 -0.5 0.4 -0.5
S -17.907 6.233 3.646 0.7 0.5 0.2
S -20.189 11.308 1.120 0.5 -1.0 -0.5
S -19.192 8.529 0.276 0.2 -0.8 -0.6
S -17.675 6.272 -2.105 -0.5 0.5 0.7
O -17.622 6.243 2.141 -0.1 -0.4 0.0
O -16.926 6.165 -0.735 -0.6 0.4 0.8
N -16.898 9.308 1.575 -0.6 0.6 -0.6
N -15.058 7.564 1.245 -0.6 1.5 0.0
N -17.844 10.323 1.691 0.1 -0.3 0.2
C -13.395 8.825 2.345 -0.8 3.3 1.2
C -15.464 6.474 4.860 -0.6 -2.1 -1.3
C -14.675 8.703 1.867 0.2 -0.5 0.1
C -19.296 7.335 3.827 -0.3 0.2 0.6
C -16.713 8.527 4.796 0.1 0.3 -0.2
C -14.191 6.604 1.178 -0.1 -1.3 0.1
C -21.277 10.784 -0.244 0.2 -2.4 1.3
C -16.359 5.765 -3.157 -1.5 0.1 -1.1
C -17.831 3.877 -3.293 -1.2 -1.2 -0.3
C -16.584 7.186 4.390 0.2 0.2 1.4
C -14.478 7.046 5.610 0.9 -0.6 -0.2
C -16.404 4.271 -3.153 2.0 -0.1 -0.5
C -15.753 9.636 2.034 -0.7 1.4 1.4
C -18.930 10.048 1.058 -0.6 0.7 0.3
C -18.663 4.738 -2.314 1.3 -0.5 0.1
C -12.495 7.820 2.242 1.3 -0.4 1.0
C -15.703 9.094 5.594 -0.7 -0.7 -0.4
C -14.611 8.338 5.994 0.5 2.0 0.3
C -12.935 6.640 1.737 0.6 -0.7 -0.9
H -13.561 6.507 5.828 -0.3 -0.2 0.2
H -19.089 8.335 3.417 0.0 -0.4 0.1
H -15.775 10.101 5.949 -0.2 0.5 -0.1
H -13.116 9.759 2.898 -0.3 -0.9 -0.7
H -20.716 10.640 -1.170 -0.4 -0.1 0.2
H -15.839 10.569 2.652 1.1 -0.7 -0.8
H -17.558 9.150 4.451 0.6 -0.4 0.5
H -15.475 6.264 -2.849 0.8 0.4 0.3
H -21.995 9.965 0.083 1.5 0.2 -0.6
H -18.669 4.224 -1.348 -0.3 0.5 0.1
H -14.596 5.733 0.745 0.0 -1.2 -0.6
H -15.604 3.967 -3.846 -1.0 -0.4 -0.5
H -20.028 6.838 3.182 -0.3 0.2 0.4
H -18.030 2.798 -3.082 0.3 0.8 -0.1
H -11.517 7.974 2.692 -0.1 -0.3 -0.3
H -13.811 8.858 6.530 -0.3 -0.4 0.1
H -19.652 4.958 -2.692 -0.1 0.2 0.2
H -18.233 4.059 -4.281 0.2 0.0 -0.5
H -21.990 11.517 -0.317 -1.2 2.5 -0.5
H -15.307 5.391 4.611 -0.5 1.1 0.1
H -15.983 3.892 -2.258 0.1 -0.3 1.4
H -12.321 5.763 1.651 0.2 -0.2 0.1
H -19.608 7.404 4.912 0.3 -0.2 -1.3
H -16.692 6.126 -4.132 0.3 0.1 -0.3
```
Positions in Å, forces in eV/Å.

The calculation puts the total energy at -3796.34828 hartree. Its spin multiplicity is 5. For the frontier orbital gap (spin up / spin down), the calculation gives 6.2 / 6.9 eV. As for the lowest unoccupied orbital energy (spin up / spin down): -7.88 / -7.20 eV. Its energy relative to the best compared isomer or geometry (same formula, charge and spin) is 0.361 eV. As for the charge: +2.

---

Entry 4:
Computed, not measured: the molecule C19H24N2O4, with ωB97M-V/def2-TZVPD.

XYZ file:
```
49
Properties=species:S:1:pos:R:3:forces:R:3
O 3.479 0.262 -1.004 -0.6 1.0 -0.2
O -0.385 0.280 1.337 -0.2 0.1 -1.5
O -2.835 2.369 -1.959 -1.6 1.2 -1.1
O -2.558 1.506 2.111 0.3 0.5 1.4
N -1.142 0.895 -2.127 1.5 -0.2 -0.1
N 2.916 -1.633 -2.111 1.1 -0.7 0.8
C 6.179 -4.751 0.656 -0.3 2.3 1.6
C 2.001 -1.076 -3.074 0.2 0.4 -0.9
C -6.084 3.880 1.637 -0.8 1.3 2.2
C -0.826 0.659 0.121 -1.0 1.3 2.4
C 0.140 -1.092 -1.340 -1.3 -0.5 -1.3
C 3.551 -0.948 -1.100 -1.0 1.0 -1.2
C 0.589 -1.533 -2.763 -0.5 0.7 0.6
C -6.647 4.644 2.640 0.5 -1.4 -1.5
C 7.296 -5.254 1.533 -0.9 -0.2 0.8
C -0.101 0.407 -1.194 -1.5 -0.7 0.4
C 4.650 -2.948 -0.136 0.4 1.2 0.9
C -1.983 1.420 -0.056 1.8 -1.4 1.7
C -4.771 3.277 1.810 0.7 -1.4 -2.7
C -2.076 1.616 -1.415 -0.3 1.0 -2.7
C -8.044 5.217 2.543 0.8 0.4 0.0
C 5.672 -3.489 0.773 0.5 -1.4 -0.5
C -4.193 2.502 0.788 -0.8 2.0 1.7
C 4.373 -1.619 -0.144 1.2 -3.2 0.7
C -2.879 1.908 0.989 0.3 -2.1 0.3
H -6.092 4.769 3.585 -0.3 0.1 -0.5
H 4.892 -1.032 0.600 -0.2 0.5 -0.2
H -1.077 0.593 2.000 0.2 0.1 -0.7
H 2.278 -1.457 -4.093 -0.1 0.5 0.8
H 0.803 1.001 -1.211 0.4 0.1 -0.1
H 3.075 -2.636 -2.134 -0.2 0.4 -0.1
H -8.533 4.893 1.606 0.2 0.3 0.5
H -4.253 3.512 2.750 0.0 -0.4 -0.5
H 7.086 -6.272 1.930 0.2 0.6 -0.4
H -0.122 -1.107 -3.493 0.3 -0.4 0.2
H -8.611 4.849 3.406 -0.1 0.3 -0.2
H -6.682 3.710 0.742 0.4 -0.1 0.0
H 4.146 -3.646 -0.783 0.0 -0.2 -0.3
H -0.851 1.337 -3.007 -0.2 -0.3 0.7
H 0.842 -1.382 -0.606 0.8 -0.5 0.8
H 6.118 -2.807 1.511 -0.3 -0.2 -0.3
H 0.589 -2.621 -2.845 -0.3 0.0 0.1
H 7.495 -4.596 2.400 -0.3 -0.2 -0.5
H -4.635 2.326 -0.197 -0.1 0.4 0.4
H 2.076 0.036 -3.066 0.2 -0.8 0.0
H -7.976 6.340 2.583 -0.3 -1.0 0.0
H -0.829 -1.613 -1.109 0.8 0.5 -0.1
H 5.748 -5.422 -0.040 -0.3 -0.6 -0.8
H 8.191 -5.276 0.957 0.9 -0.3 -0.5
```
Positions in Å, forces in eV/Å.

The calculation puts the total energy at -1148.81842 hartree. For the frontier orbital gap, the calculation gives 8.2 eV. As for the lowest unoccupied orbital energy: -0.21 eV. Its energy relative to the best compared isomer or geometry (same formula, charge and spin) is 3.647 eV.